Record 1
The following is a DFT calculation (ωB97M-V/def2-TZVPD) of a structure of composition C29H21BrClI2N2O3Pd in a non-equilibrium geometry.

```
60
Properties=species:S:1:pos:R:3:forces:R:3
Pd -0.014752 -0.040219 -0.858640 0.3 0.0 -0.7
I -2.233464 2.807345 3.344375 -0.1 -0.1 0.0
C -3.024996 1.215785 2.248201 0.1 0.0 -0.1
C -4.282457 0.705802 2.556716 0.1 0.0 -0.1
C -4.816024 -0.332268 1.831773 -0.3 -0.1 0.1
I -6.732826 -1.017874 2.362973 0.1 0.0 0.0
C -4.101801 -0.913437 0.760721 0.2 0.1 -0.1
C -4.577123 -1.974093 -0.043980 -0.1 0.0 0.1
C -3.809222 -2.473954 -1.053821 0.0 -0.1 -0.1
C -2.533205 -1.933805 -1.271688 0.1 -0.1 0.0
N -2.064570 -0.947293 -0.548694 0.0 0.6 0.0
C -2.809118 -0.402684 0.449558 -0.1 -0.1 0.0
C -2.217229 0.730624 1.187000 0.0 0.1 0.0
O -1.106205 1.215529 0.872076 -0.3 0.0 0.4
H -4.846325 1.136525 3.374220 0.0 0.0 0.0
H -5.558971 -2.384489 0.153459 0.0 0.0 0.0
H -4.167531 -3.279190 -1.682589 0.0 0.0 0.0
H -1.869230 -2.325509 -2.033696 0.0 0.0 0.0
Br 2.487908 -3.278323 2.762910 -0.1 0.1 -0.1
C 2.331699 -4.329408 1.189334 0.0 -0.1 -0.1
C 2.820563 -5.627260 1.317712 0.0 0.0 0.0
C 2.779249 -6.504232 0.247894 0.0 0.0 0.0
C 2.245071 -6.086387 -0.961171 0.0 0.0 0.0
C 1.761914 -4.795058 -1.080230 0.0 -0.1 0.1
C 1.790284 -3.885395 -0.020242 0.0 0.1 0.1
C 1.231087 -2.491321 -0.326359 -0.1 0.2 0.1
O 0.880969 -2.278833 -1.507293 0.2 -0.5 0.0
O 1.157124 -1.638593 0.604504 -0.1 -0.1 -0.3
H 3.234201 -5.940904 2.266511 0.0 0.0 0.0
H 3.166686 -7.510134 0.362710 0.0 0.0 0.0
H 2.208404 -6.764959 -1.805202 0.0 0.0 0.0
H 1.341695 -4.435168 -2.008108 0.0 0.0 0.0
Cl 0.259877 6.525934 -1.185254 0.0 0.0 0.0
C 0.010935 4.868036 -1.668364 0.0 -0.1 0.0
C 0.994897 4.210820 -2.382461 0.1 0.0 0.0
C 0.802356 2.883791 -2.736113 0.1 0.0 -0.1
C -0.354145 2.188888 -2.382316 -0.1 0.2 -0.5
C -0.506885 0.754146 -2.681581 0.1 -0.1 1.7
C -1.348645 2.902291 -1.710418 -0.1 0.0 0.2
C -1.169333 4.222589 -1.338648 -0.1 0.0 0.0
H 1.902422 4.734156 -2.656095 0.0 0.0 0.0
H 1.566560 2.365210 -3.307003 0.0 0.0 0.0
H 0.201911 0.340289 -3.390886 0.1 0.0 -0.1
H -1.525982 0.412302 -2.828316 -0.1 0.1 -0.3
H -2.263163 2.389489 -1.437520 0.0 0.0 0.0
H -1.935098 4.750653 -0.785532 0.0 0.0 0.0
N 2.214390 0.880449 -0.557818 -0.4 -0.2 0.1
C 2.346045 1.751914 0.555946 0.1 0.1 0.0
C 2.919212 3.009372 0.399565 -0.1 0.1 0.0
C 3.036829 3.866710 1.485808 0.0 0.0 0.0
C 2.590553 3.472054 2.737915 0.0 -0.1 0.0
C 2.016506 2.212934 2.889701 0.0 0.1 0.0
C 1.892156 1.354186 1.811077 0.0 0.0 0.0
H 2.756464 1.180472 -1.352339 0.0 0.0 -0.1
H 2.407428 -0.084930 -0.311608 0.1 0.0 0.0
H 3.261991 3.322704 -0.581308 0.0 0.0 0.0
H 3.484704 4.844549 1.351074 0.0 0.0 0.0
H 2.684051 4.137582 3.588317 0.0 0.0 0.0
H 1.646056 1.903275 3.859459 0.0 0.0 0.0
H 1.436102 0.379314 1.923784 0.0 0.0 0.0
```
Positions in Å, forces in eV/Å.

Values from the calculation:
* relative energy (zero: lowest compared OMol25 entry of this formula, charge and spin): 1.2020 eV
* total charge: -1
* highest occupied orbital energy (spin up / spin down): -4.4 / -4.4 eV
* frontier orbital gap (spin up / spin down): 6.58 / 6.59 eV

***

Record 2
The following is a DFT calculation (ωB97M-V/def2-TZVPD) of a structure of composition C29H21BrF3N3O4SbV in a non-equilibrium geometry.

```
63
Properties=species:S:1:pos:R:3:forces:R:3
V -2.085887 1.209817 -1.154003 -1.5 0.5 0.0
O -0.891145 4.131643 -6.914568 0.0 0.0 0.0
C -1.075292 3.524502 -5.727342 0.1 0.0 0.0
C -0.030086 2.970375 -4.988436 0.0 0.0 -0.1
C -0.322163 2.368843 -3.784531 0.0 -0.1 0.1
N -1.565942 2.301169 -3.299513 -0.2 -0.1 0.5
C -2.542901 2.834734 -4.021898 0.3 0.0 0.0
Br -4.197218 2.649459 -3.179453 -0.5 0.2 -0.3
C -2.375025 3.458495 -5.238430 0.0 0.0 0.1
H 0.042558 4.119359 -7.156473 0.0 0.0 0.0
H 0.989867 3.007370 -5.348320 0.0 0.0 0.0
H 0.439408 1.912305 -3.164611 0.0 0.0 0.0
H -3.199038 3.877863 -5.794578 0.0 0.0 0.0
O -4.165053 1.676761 -0.480040 0.5 0.0 -0.1
N -4.544054 1.214467 0.650726 -0.1 0.0 -0.1
N -3.669932 0.491089 1.207056 0.0 -0.1 0.2
O -2.495999 0.272544 0.672435 0.0 0.3 -0.6
C -3.949801 -0.114599 2.479957 0.0 0.0 0.1
C -2.951917 -0.867028 3.075269 0.0 0.0 0.0
C -3.201279 -1.459345 4.304568 0.0 0.0 0.0
C -4.430017 -1.298074 4.924692 0.0 0.0 0.0
C -5.417963 -0.537325 4.311639 0.0 0.0 0.0
C -5.187285 0.060835 3.085375 0.0 0.0 0.0
H -1.998524 -0.971519 2.578595 0.0 0.0 0.0
H -2.425050 -2.046779 4.776546 0.0 0.0 0.0
H -4.619845 -1.761119 5.883778 0.0 0.0 0.0
H -6.378573 -0.406968 4.791823 0.0 0.0 0.0
H -5.948204 0.653986 2.601251 0.0 0.0 0.0
F 4.658683 -2.848579 5.038745 0.0 0.0 0.0
C 3.797214 -2.341299 4.129920 0.0 0.0 0.0
C 3.284010 -3.173324 3.158938 0.0 0.0 0.0
C 2.401969 -2.637916 2.225547 0.0 0.0 0.0
C 2.036891 -1.294584 2.256339 0.1 -0.1 0.0
C 2.575571 -0.495797 3.266936 0.0 0.0 0.0
C 3.459244 -1.004292 4.207014 0.0 0.0 0.0
Sb 0.646482 -0.361253 0.880792 0.4 -0.1 0.4
C 2.198195 0.951160 0.180866 0.0 0.0 -0.1
C 3.534045 0.573225 0.062518 0.0 0.0 0.1
C 4.503288 1.466213 -0.374734 0.0 0.0 0.0
C 4.118603 2.756425 -0.676621 0.0 0.0 0.0
F 5.054851 3.634549 -1.097726 0.0 0.0 0.0
C 2.812815 3.183821 -0.552373 0.0 0.0 0.0
C 1.860053 2.268329 -0.124437 0.0 0.0 0.0
C 0.723565 -1.944174 -0.556729 0.0 0.0 0.0
C 1.885131 -2.412047 -1.164562 0.0 0.0 0.0
C 1.845753 -3.439342 -2.097249 0.0 0.0 0.0
C 0.622095 -3.998102 -2.407271 0.0 0.0 0.0
F 0.575952 -4.999723 -3.311512 0.0 0.0 0.0
C -0.553158 -3.570180 -1.826428 0.0 0.0 0.0
C -0.489504 -2.536322 -0.901193 0.0 0.0 0.0
H 3.573586 -4.215652 3.137732 0.0 0.0 0.0
H 1.998630 -3.293238 1.462289 0.0 0.0 0.0
H 2.314822 0.556769 3.323719 0.0 0.0 0.0
H 3.884935 -0.387298 4.987137 0.0 0.0 0.0
H 3.841751 -0.428126 0.340444 0.0 0.0 0.0
H 5.542190 1.179888 -0.470481 0.0 0.0 0.0
H 2.558902 4.209871 -0.783941 0.0 0.0 0.0
H 0.830295 2.593388 -0.033819 0.0 0.0 0.0
H 2.844957 -1.974806 -0.918700 0.0 0.0 0.0
H 2.741028 -3.808921 -2.579265 0.0 0.0 0.0
H -1.489194 -4.038896 -2.099214 0.0 0.0 0.0
H -1.409169 -2.185799 -0.443884 0.0 0.0 0.0
O -0.588124 0.743172 -1.330314 1.2 -0.4 0.0
```
Positions in Å, forces in eV/Å.

Values from the calculation:
* multiplicity: 3
* relative energy (zero: lowest compared OMol25 entry of this formula, charge and spin): 0.3887 eV
* highest occupied orbital energy (spin up / spin down): -8.0 / -8.0 eV
* frontier orbital gap (spin up / spin down): 8.15 / 7.90 eV

***

Record 3
The following is a DFT calculation (ωB97M-V/def2-TZVPD) of a structure of composition C29H21Cl2FeN5O8.

```
66
Properties=species:S:1:pos:R:3:forces:R:3
Fe -0.878814 0.063234 -0.100001 0.0 0.0 0.1
Cl -5.448626 -4.273971 -3.013498 0.0 0.0 0.0
C -3.965675 -3.415426 -2.660550 0.0 0.0 0.0
C -4.036199 -2.238241 -1.916793 0.0 0.0 0.0
C -2.887640 -1.525199 -1.604983 0.0 0.0 0.0
N -2.816092 -0.391624 -0.802584 0.0 0.0 -0.1
C -3.878097 0.297159 -0.405827 0.0 0.0 0.0
O -5.084411 0.129202 -0.641942 0.0 0.0 0.0
C -3.492474 1.467552 0.483818 0.0 0.0 0.0
C -4.472886 2.206781 1.134066 0.0 0.0 0.0
C -4.082324 3.240486 1.964396 0.0 0.0 0.0
C -2.729120 3.512753 2.114881 0.0 0.0 0.0
C -1.821495 2.735228 1.416416 0.0 0.0 0.0
N -2.197505 1.741568 0.619759 0.1 -0.1 0.0
C -1.620902 -1.983064 -2.077637 0.1 0.0 -0.1
C -1.584795 -3.163740 -2.824093 0.0 0.0 0.0
C -2.743898 -3.877368 -3.102400 0.0 0.0 0.0
Cl -2.611584 -5.342944 -4.046782 0.0 0.0 0.0
N -0.508117 -1.209622 -1.853417 -0.1 -0.1 0.0
C 0.690372 -1.852813 -1.755759 0.0 0.1 0.1
O 1.695516 -1.597791 -2.403802 0.0 -0.1 -0.1
C 0.832926 -2.850793 -0.604600 0.0 0.0 0.0
C 1.954851 -3.665703 -0.522847 0.0 0.0 0.0
C 2.124407 -4.445062 0.608321 0.0 0.0 0.0
C 1.180456 -4.371798 1.621322 0.0 0.0 0.0
C 0.094727 -3.524617 1.448859 0.0 0.0 0.0
N -0.082367 -2.789160 0.358712 0.0 -0.1 -0.1
H -4.989364 -1.882050 -1.560331 0.0 0.0 0.0
H -5.506146 1.934905 0.972922 0.0 0.0 0.0
H -4.821794 3.825640 2.498816 0.0 0.0 0.0
H -2.379641 4.303109 2.765857 0.0 0.0 0.0
H -0.752905 2.900251 1.489714 0.0 0.0 0.0
H -0.642739 -3.516336 -3.224410 0.0 0.0 0.0
H 2.677185 -3.641632 -1.326433 0.0 0.0 0.0
H 2.994502 -5.082727 0.712338 0.0 0.0 0.0
H 1.290278 -4.936000 2.538184 0.0 0.0 0.0
H -0.654923 -3.409594 2.224971 0.0 0.0 0.0
O 2.762999 -0.862977 4.890401 0.0 0.1 0.0
C 2.041038 -0.681484 3.929168 0.0 -0.3 -0.1
C 2.487887 -0.319396 2.535514 0.0 0.2 0.0
O 3.642404 -0.094602 2.180962 0.0 -0.1 0.0
C 1.269694 -0.240278 1.746927 0.0 0.0 0.0
C 0.119297 -0.483346 2.547339 0.0 0.0 0.0
O -1.039702 -0.398542 2.054017 0.0 -0.1 0.0
C 0.532952 -0.810864 3.918023 0.0 0.2 0.0
O -0.166017 -1.095930 4.877987 0.0 -0.1 0.0
O 1.140623 0.046647 0.509989 0.0 0.0 0.0
O 0.177748 2.303678 -0.982668 -0.2 0.1 -0.2
C 1.077708 2.967069 -1.449280 0.2 -0.1 0.1
C 1.522848 4.263888 -0.812410 0.0 0.0 0.0
C 2.910894 3.972083 -0.179937 0.0 0.0 0.0
C 3.158194 2.496023 0.206821 0.0 0.0 0.0
C 3.644866 1.568154 -0.921969 0.0 0.0 0.0
C 2.616522 1.252778 -2.008511 0.0 0.0 0.0
N 1.935765 2.498859 -2.429278 0.0 0.0 0.0
H 0.787026 4.540811 -0.059021 0.0 0.0 0.0
H 1.587906 5.072278 -1.545949 0.0 0.0 0.0
H 3.015194 4.597698 0.709660 0.0 0.0 0.0
H 3.700640 4.292375 -0.869067 0.0 0.0 0.0
H 2.260521 2.062521 0.654143 0.0 0.0 0.0
H 3.918568 2.470575 0.989505 0.0 0.0 0.0
H 3.954906 0.628472 -0.459878 0.0 0.0 0.0
H 4.535790 2.024100 -1.380809 0.0 0.0 0.0
H 1.859300 0.571648 -1.638723 0.0 0.1 0.0
H 3.076412 0.781746 -2.876298 0.0 0.0 0.0
H 2.623341 3.205453 -2.661337 0.0 0.0 0.0
```
Positions in Å, forces in eV/Å.

Values from the calculation:
* multiplicity: 5
* relative energy (zero: lowest compared OMol25 entry of this formula, charge and spin): 0.1765 eV
* total charge: -2
* highest occupied orbital energy (spin up / spin down): -1.7 / -1.8 eV
* frontier orbital gap (spin up / spin down): 6.07 / 6.14 eV